1.
DFT (ωB97M-V/def2-TZVPD) results for a cluster of 4 separate species, C15H23FO3 in total in a non-equilibrium geometry.

Last column: Löwdin charge in e.
Geometry (Å):
F 1.574 7.924 3.114  0.077
O -2.097 1.640 -2.758  0.003
O -0.835 -6.152 -2.617  0.037
O 3.396 -1.806 1.703  0.056
C 1.248 -2.280 0.880  -0.037
C 3.017 -3.995 0.838  -0.028
C 2.237 5.763 2.754  -0.032
C 1.048 3.938 3.686  -0.109
C 0.063 2.670 -2.370  -0.020
C -3.004 -6.715 -3.243  -0.042
C -1.445 2.714 -2.877  -0.391
C 2.121 4.427 2.959  -0.097
C 2.596 -2.628 1.262  -0.534
C 0.195 6.167 3.980  -0.002
C 1.292 6.641 3.268  -0.301
C -2.009 -6.321 -2.262  -0.502
C -2.048 3.882 -3.657  -0.031
C -2.449 -6.281 -0.787  -0.015
C 0.071 4.769 4.189  -0.074
H -1.460 4.164 -4.530  0.078
H -3.156 -7.107 -0.708  0.077
H -2.659 -6.851 -4.268  0.091
H 0.660 1.759 -2.409  0.072
H 1.120 -1.285 0.455  0.095
H -2.184 4.750 -3.011  0.083
H -0.479 6.827 4.506  0.109
H 0.509 3.370 -3.077  0.058
H -2.974 3.509 -4.095  0.079
H 4.062 -4.030 1.147  0.086
H 0.973 -2.929 0.048  0.079
H 3.031 6.167 2.144  0.118
H 2.376 -4.681 1.391  0.090
H -3.098 -5.418 -0.635  0.079
H -3.723 -5.896 -3.253  0.099
H 2.822 3.732 2.521  0.109
H -1.656 -6.129 -0.055  0.082
H 2.909 -4.202 -0.227  0.092
H 0.282 3.006 -1.356  0.069
H 0.572 -2.587 1.678  0.100
H -3.263 -7.716 -2.898  0.095
H 1.079 2.863 3.786  0.101
H -0.714 4.327 4.785  0.101

Computed properties:
**Gap between HOMO and LUMO**: 9.76 eV
**Charge**: 0
**Max |F|**: 4.76 eV Å⁻¹
**Relative energy (zero: lowest compared OMol25 entry of this formula, charge and spin)**: 40.8 kcal per mole
**LUMO energy**: 0.0191 Eh
**E**: -910.8630 Ha
**SMILES string**: Fc1ccccc1.CC(C)=O.CC(C)=O.CC(C)=O

=====

2.
DFT (ωB97M-V/def2-TZVPD) results for a structure of composition C15H23FeNOS5Te.

Last column: Mulliken spin population.
Geometry (Å):
Te 1.327 1.404 -2.248  0.893
Fe 0.700 -0.085 -0.225  2.100
S -3.110 1.964 -0.194  0.009
S 0.869 -1.790 -1.785  -0.032
S 0.522 1.583 1.446  -0.026
S 2.001 -1.420 1.218  0.016
S -2.087 1.871 4.489  0.069
O -1.296 -0.889 0.320  0.013
N -2.216 -2.763 -0.562  0.000
C -1.436 -2.100 0.314  0.010
C -2.779 -2.002 -1.665  0.002
C -4.130 2.799 1.066  -0.033
C -0.840 2.799 1.298  0.009
C -1.549 2.867 -0.050  -0.022
C -1.303 0.592 3.437  0.001
C 2.606 -2.682 0.159  0.003
C 2.135 -2.827 -1.159  0.006
C 0.166 0.884 3.096  -0.008
C 3.630 -4.717 -1.487  -0.004
C 3.574 -3.580 0.626  -0.003
C 4.084 -4.588 -0.179  0.007
C -4.431 1.956 2.248  0.877
C 2.668 -3.840 -1.964  0.009
C -1.978 -4.174 -0.774  0.004
H -5.045 3.124 0.550  0.064
H 4.839 -5.262 0.212  0.001
H -2.017 -1.804 -2.424  0.001
H -4.882 2.397 3.124  -0.029
H -3.146 -1.050 -1.286  0.001
H -1.328 -0.368 3.962  0.004
H -3.613 3.720 1.356  0.036
H -1.866 0.444 2.512  0.004
H -1.753 3.911 -0.298  -0.006
H -0.930 2.461 -0.853  0.036
H -0.928 -2.747 1.045  0.005
H 0.563 1.586 3.829  -0.006
H -4.320 0.884 2.201  0.010
H -0.386 3.770 1.502  -0.002
H 2.309 -3.924 -2.984  -0.001
H -1.534 2.602 2.119  -0.019
H -3.600 -2.572 -2.102  0.000
H -2.891 -4.650 -1.137  0.000
H -1.694 -4.642 0.168  0.000
H 3.926 -3.464 1.644  0.000
H -1.176 -4.337 -1.501  -0.002
H 4.026 -5.491 -2.135  0.001
H 0.777 -0.021 3.110  0.002

Computed properties:
**Gap between HOMO and LUMO (alpha / beta)**: 5.25 / 5.35 eV
**Multiplicity**: 5
**Charge**: -2
**Max |F|**: 0.38 eV Å⁻¹
**Relative energy (zero: lowest compared OMol25 entry of this formula, charge and spin)**: 25.4 kcal per mole
**LUMO energy (alpha / beta)**: 0.1609 / 0.1591 Eh
**Expectation value of S²**: 6.0823
**E**: -4238.0242 Ha

=====

3.
DFT (ωB97M-V/def2-TZVPD) results for an isolated molecule of C15H23N3O3 in a non-equilibrium geometry.

Last column: Löwdin charge in e.
Geometry (Å):
O -0.118 2.368 -1.075  0.076
O 0.124 -1.892 2.204  0.008
O 1.160 1.149 0.466  0.105
N -0.742 -4.829 -5.047  -0.024
N -0.856 -0.058 1.508  0.144
N 2.230 -1.876 0.321  0.049
C 0.138 -3.750 -4.496  -0.266
C 0.822 -1.364 0.000  -0.297
C -1.133 1.111 0.610  -0.211
C 0.251 5.429 2.679  -0.098
C -0.252 -3.639 -3.014  -0.208
C -0.182 2.881 3.240  -0.052
C 0.080 1.573 -0.091  -0.512
C 0.928 3.546 3.737  -0.110
C 0.056 -1.063 1.257  -0.412
C -0.882 4.684 2.203  -0.043
C -1.000 3.331 2.156  -0.189
C -1.760 2.342 1.275  -0.059
C 1.159 4.881 3.466  -0.133
C 0.022 -2.553 -0.711  -0.117
C 0.530 -2.598 -2.180  -0.206
H -1.006 -2.462 -0.818  0.093
H 0.507 -3.500 -0.360  0.130
H -0.300 -4.699 -2.680  0.117
H 1.584 3.125 4.533  0.118
H 0.743 -0.460 -0.698  0.134
H 1.499 -2.896 -2.166  0.074
H -1.299 -3.181 -3.064  0.133
H -1.760 0.770 -0.188  0.152
H 0.209 6.521 2.492  0.120
H 1.962 -2.719 1.033  0.134
H -2.470 1.778 1.912  0.132
H -1.508 -4.623 -5.725  0.081
H 1.198 -3.805 -4.838  0.121
H 2.637 -1.256 1.054  0.072
H -0.234 1.761 3.525  0.134
H 2.071 5.451 3.820  0.134
H -1.172 0.011 2.395  0.083
H -1.471 5.316 1.643  0.082
H -0.259 -2.864 -4.790  0.059
H -1.149 -5.347 -4.326  0.009
H -2.318 2.981 0.555  0.142
H 1.620 2.019 0.668  0.197
H 0.341 -1.594 -2.487  0.104

Computed properties:
**Gap between HOMO and LUMO**: 9.32 eV
**Charge**: 0
**Max |F|**: 6.80 eV Å⁻¹
**Relative energy (zero: lowest compared OMol25 entry of this formula, charge and spin)**: 148.0 kcal per mole
**LUMO energy**: 0.0137 Eh
**E**: -975.2036 Ha
**SMILES string**: NCCCC[C@H](N)C(=O)N[C@@H](Cc1ccccc1)C(=O)O

=====

4.
DFT (ωB97M-V/def2-TZVPD) results for a cluster of 3 separate species, C15H23N3O4 in total in a non-equilibrium geometry.

Last column: Löwdin charge in e.
Geometry (Å):
O 0.906 2.365 -0.112  0.148
O -7.126 1.587 -0.799  -0.004
O -1.097 -2.124 -1.567  0.012
O 2.708 1.848 -1.457  0.050
N -1.552 0.740 0.368  0.051
N 6.772 -0.264 -0.120  -0.140
N 0.559 -0.421 -1.317  0.091
C -1.264 -0.743 0.476  -0.241
C -5.323 0.045 -1.290  -0.009
C -0.661 -1.150 -0.871  -0.325
C -4.558 -0.002 1.270  -0.080
C 2.910 -0.703 -0.603  -0.144
C -6.178 0.715 -0.285  -0.263
C -5.701 0.728 0.982  -0.048
C 5.586 0.755 -0.273  -0.332
C -3.806 -0.716 0.391  -0.281
C -2.621 -1.608 0.765  -0.065
C 4.517 0.636 0.963  -0.171
C -4.255 -0.593 -0.923  -0.104
C 1.589 0.014 -0.324  -0.194
C 1.778 1.608 -0.648  -0.461
C 3.906 -0.756 0.556  -0.216
H -5.372 0.128 -2.354  0.115
H -1.993 0.951 1.308  0.116
H -0.471 -1.053 1.259  0.162
H 3.805 1.519 1.021  0.115
H 3.420 -0.286 -1.426  0.072
H 3.403 -0.794 1.455  0.070
H -4.253 -0.371 2.378  0.166
H 6.465 -1.627 0.460  0.218
H -2.630 -2.579 0.224  0.121
H -2.560 -2.032 1.725  0.083
H -2.289 0.837 -0.359  0.101
H -3.772 -1.180 -1.763  0.148
H 5.732 1.923 -0.496  0.134
H 2.612 -1.665 -0.969  0.111
H 5.065 0.371 -1.280  0.106
H 4.703 -1.428 0.626  0.031
H 0.086 1.928 0.219  0.092
H -7.345 2.459 -0.292  0.163
H 1.082 -0.157 0.576  0.094
H 0.946 -0.921 -2.130  0.137
H -6.249 1.208 1.800  0.122
H 5.066 0.481 1.865  0.072
H 7.462 0.327 0.974  0.175

Computed properties:
**Gap between HOMO and LUMO**: 9.32 eV
**Charge**: 0
**Max |F|**: 6.09 eV Å⁻¹
**Relative energy (zero: lowest compared OMol25 entry of this formula, charge and spin)**: 230.9 kcal per mole
**LUMO energy**: 0.0109 Eh
**E**: -1050.3133 Ha

=====

> The lowest relative energy (zero: lowest compared OMol25 entry of this formula, charge and spin) belongs to which entry?

C15H23FeNOS5Te

=====

> What is the charge in the fourth record?

0